1.
100
Properties=species:S:1:pos:R:3:mulliken_charge:R:1 method="wB97M-V/def2-TZVPD" multiplicity=3 e_lumo_ha="0.02244 / 0.02240" e_tot_ev=-74297.33876 s_squared=2.01 orbital_gap_ev="5.06 / 7.98" homo_energy_ev="-4.5 / -7.4"
O 0.89 -1.49 -0.42 0.0013
O 0.76 -0.51 -3.01 0.2183
C 2.33 -1.72 -0.35 0.3759
C 2.73 -2.91 0.47 -1.4583
H 2.75 -0.79 0.08 0.0971
H 2.71 -1.76 -1.39 -0.2318
H 2.31 -2.87 1.48 0.3258
H 3.82 -2.88 0.56 0.4694
H 2.46 -3.86 -0.01 0.2682
C 0.02 -2.65 -0.45 0.3971
C 0.22 -3.43 -1.71 -0.7242
H -1.01 -2.28 -0.35 -0.1306
H 0.24 -3.25 0.45 -0.1603
H -0.08 -2.83 -2.58 -0.4832
H -0.39 -4.34 -1.71 0.5904
H 1.27 -3.71 -1.81 0.2410
C -0.39 0.06 -3.70 0.6599
C 1.80 -1.00 -3.89 -0.3455
C -1.57 -0.86 -3.60 -1.2371
H -0.11 0.25 -4.75 0.6012
H -0.60 1.03 -3.24 -0.9269
H -1.38 -1.79 -4.15 0.3958
H -2.44 -0.37 -4.06 0.4061
H -1.81 -1.10 -2.56 0.0478
C 1.32 -1.99 -4.92 -1.3641
H 2.54 -1.48 -3.24 0.1903
H 2.29 -0.14 -4.38 0.2819
H 0.82 -2.85 -4.46 0.2216
H 2.20 -2.36 -5.46 0.4681
H 0.65 -1.52 -5.65 0.3130
H 0.79 0.04 -1.29 -0.1885
N -0.56 -0.66 2.68 1.3171
C -1.21 -0.04 3.70 1.5423
C -1.81 1.22 3.59 -2.7260
C -2.18 1.87 2.41 1.5499
C -1.37 -0.78 5.00 -1.6486
H -0.42 -1.15 5.41 0.2325
H -2.08 -1.61 4.92 0.1841
H -1.79 -0.07 5.73 0.5277
C -3.33 2.82 2.37 -1.5264
H -4.10 2.48 1.66 0.1972
H -3.01 3.83 2.06 0.2524
H -3.78 2.89 3.37 0.5272
N -1.54 1.67 1.26 2.6263
C -0.28 -2.05 2.86 -0.4652
C 0.92 -2.48 3.47 0.6046
C 1.93 -1.51 4.02 -1.6939
C 1.17 -3.85 3.58 -0.1425
H 2.13 -4.17 3.99 0.4074
C 0.21 -4.78 3.19 -1.0441
H 0.43 -5.85 3.26 0.3962
C -1.03 -4.35 2.73 -1.0213
H -1.81 -5.07 2.48 0.4092
C -1.31 -2.99 2.60 1.0558
C -2.68 -2.55 2.20 -1.7114
C -1.95 2.37 0.08 -2.0634
C -1.36 3.62 -0.22 1.6000
C -0.59 4.35 0.84 -1.5791
C -1.45 4.10 -1.52 -0.4044
H -0.99 5.06 -1.75 0.3838
C -2.14 3.37 -2.50 -1.0638
H -2.20 3.76 -3.51 0.2975
C -2.80 2.19 -2.17 -0.6040
H -3.40 1.65 -2.91 0.5411
C -2.73 1.67 -0.87 1.1034
C -3.40 0.38 -0.51 -1.3922
Ti 0.10 0.62 1.11 0.0678
H 2.67 -1.22 3.26 0.2214
H 2.50 -1.99 4.84 0.5634
H 1.48 -0.60 4.44 0.3037
H -2.67 -1.76 1.43 0.1387
H -3.27 -2.18 3.05 0.3194
H -3.23 -3.41 1.79 0.4380
H -0.44 5.39 0.51 0.4477
H 0.41 3.93 1.04 0.0340
H -1.12 4.38 1.80 0.3216
H -3.76 0.37 0.53 0.3424
H -2.75 -0.50 -0.64 -0.0837
H -4.28 0.23 -1.16 0.5388
H -2.21 1.62 4.51 0.3035
C 0.75 1.19 -0.90 3.8469
Si 2.11 2.22 -1.85 0.2570
H -0.25 1.62 -1.12 -1.8662
H 1.33 1.55 0.06 -1.4327
C 3.70 1.27 -2.02 -1.0798
C 2.49 3.74 -0.81 -1.2132
C 1.44 2.83 -3.48 -0.8900
H 1.99 3.74 -3.73 0.5086
H 0.37 3.08 -3.42 0.1743
H 1.61 2.10 -4.27 0.1846
H 4.19 1.16 -1.04 0.3203
H 4.35 1.87 -2.68 0.4301
H 3.56 0.29 -2.47 0.1944
H 2.74 3.53 0.24 0.3552
H 1.66 4.46 -0.84 0.2291
H 3.36 4.21 -1.28 0.4364
C 1.47 1.50 2.23 -1.5460
H 2.08 2.30 1.81 0.6930
H 2.12 0.66 2.55 0.2918
H 0.88 1.85 3.09 0.1606


2.
119
Properties=species:S:1:pos:R:3:mulliken_charge:R:1 method="wB97M-V/def2-TZVPD" total_charge=+1 e_lumo_ha=-0.11402 e_tot_ev=-109783.97884 orbital_gap_ev=7.01 homo_energy_ev=-10.1
Ca -1.71 -2.02 -1.67 1.6419
O -0.37 -1.83 0.00 -0.2563
H 0.19 -2.36 0.60 -0.0708
O -3.42 -0.83 -0.62 -0.6527
P -4.43 -0.37 0.37 -0.1612
N -4.86 1.29 0.16 0.2812
C -5.55 1.66 -1.12 -0.9583
C -4.00 2.29 0.68 -0.9733
N -3.94 -0.62 2.09 0.4954
C -2.75 -1.37 2.37 -1.2112
C -4.68 -0.09 3.14 -1.0074
N -5.95 -1.20 0.33 0.2393
C -7.14 -0.80 1.08 -1.0150
C -6.01 -2.39 -0.49 -1.1332
H -4.95 1.84 -2.01 0.3044
H -5.97 2.67 -1.07 0.3532
H -6.32 0.92 -1.31 0.3041
H -3.30 2.60 -0.10 0.4378
H -3.49 1.93 1.57 0.1303
H -4.63 3.09 1.05 0.3469
H -2.72 -2.43 2.10 0.2343
H -1.82 -0.85 2.12 0.1974
H -2.58 -1.41 3.45 0.6065
H -4.03 0.59 3.69 0.3118
H -5.36 0.64 2.69 0.3432
H -5.16 -0.78 3.82 0.3298
H -7.13 0.27 1.25 0.3755
H -7.89 -1.19 0.39 0.5007
H -7.36 -1.34 2.00 0.2350
H -5.93 -2.14 -1.54 0.2733
H -6.98 -2.84 -0.29 0.4725
H -5.21 -3.09 -0.26 0.2428
O -1.28 0.27 5.19 -0.8316
P 0.15 0.61 5.03 0.4487
N 0.15 2.12 4.14 0.3094
C -0.13 1.96 2.66 -1.2658
C -0.55 3.34 4.65 -1.1563
N 1.12 -0.53 4.16 0.5287
C 0.51 -1.70 3.60 -1.1080
C 2.55 -0.24 3.76 -0.7987
N 1.06 0.90 6.46 0.3093
C 2.16 1.87 6.48 -0.9739
C 1.01 -0.11 7.49 -1.0706
H 0.69 1.58 2.05 0.2761
H -0.46 2.82 2.07 0.4402
H -1.06 1.42 2.53 0.3049
H -0.33 4.14 3.95 0.4012
H -0.13 3.63 5.61 0.3432
H -1.63 3.17 4.74 0.2956
H 1.00 -2.58 4.01 0.5471
H -0.43 -1.90 4.13 0.2568
H 0.31 -1.58 2.54 0.0963
H 2.75 -0.14 2.69 0.0191
H 2.78 0.79 4.03 0.3389
H 3.22 -1.06 4.03 0.3346
H 3.09 1.46 6.10 0.2902
H 1.98 2.78 5.90 0.2903
H 2.41 2.24 7.47 0.3467
H 0.09 -0.68 7.38 0.3044
H 0.93 0.24 8.52 0.3545
H 1.81 -0.85 7.46 0.3442
O -0.07 -2.46 -3.25 -0.7788
P 0.94 -3.38 -3.89 -0.0483
N 1.81 -4.34 -2.68 0.3773
C 1.28 -4.40 -1.30 -0.9527
C 2.98 -5.20 -2.94 -1.0772
N 2.11 -2.45 -4.74 0.4985
C 2.87 -2.93 -5.93 -1.1108
C 2.65 -1.19 -4.10 -0.5337
N 0.25 -4.39 -5.04 0.1065
C -0.51 -3.56 -6.04 -1.0830
C -0.43 -5.65 -4.60 -0.8451
H 0.21 -4.56 -1.40 0.1620
H 1.55 -3.47 -0.80 0.2472
H 1.67 -5.16 -0.62 0.4235
H 3.36 -5.15 -3.97 0.3071
H 2.85 -6.25 -2.70 0.3806
H 3.85 -4.86 -2.37 0.3890
H 2.44 -3.88 -6.27 0.3842
H 2.75 -2.26 -6.78 0.2795
H 3.87 -3.16 -5.55 0.3591
H 3.53 -1.41 -3.48 0.2865
H 2.90 -0.43 -4.84 0.4433
H 1.87 -0.84 -3.43 -0.2657
H -1.56 -3.50 -5.73 0.3158
H -0.19 -2.52 -6.09 0.3831
H -0.38 -3.98 -7.03 0.3351
H -0.68 -6.34 -5.40 0.3284
H -1.33 -5.47 -4.02 0.2734
H 0.22 -6.17 -3.90 0.2613
O 2.65 3.11 -3.84 -0.9070
P 2.73 3.19 -2.35 0.0434
N 1.84 4.42 -1.69 0.3202
C 1.65 5.72 -2.34 -1.1421
C 0.91 4.20 -0.61 -1.1349
N 4.24 3.57 -1.78 0.2640
C 4.39 4.20 -0.48 -0.8545
C 5.35 3.61 -2.66 -1.2117
N 2.31 1.74 -1.47 0.9541
C 1.00 1.03 -1.73 -1.4301
C 3.42 0.98 -0.73 -0.6476
H 1.53 5.70 -3.42 0.3534
H 2.54 6.35 -2.26 0.3138
H 0.69 6.15 -2.06 0.4317
H 0.52 5.15 -0.26 0.5778
H 1.38 3.74 0.26 0.2485
H 0.04 3.60 -0.87 0.2814
H 3.87 3.69 0.32 0.2532
H 5.45 4.37 -0.31 0.4069
H 4.04 5.23 -0.35 0.2192
H 5.95 2.70 -2.61 0.3287
H 4.99 3.99 -3.62 0.3422
H 6.16 4.31 -2.48 0.4470
H 0.86 1.19 -2.80 0.5124
H 1.11 0.00 -1.39 0.4466
H 0.12 1.44 -1.23 0.0307
H 3.45 0.01 -1.21 0.2588
H 3.26 0.69 0.31 -0.0459
H 4.40 1.45 -0.81 0.3007


3.
15
Properties=species:S:1:pos:R:3:mulliken_charge:R:1 method="wB97M-V/def2-TZVPD" total_charge=+1 multiplicity=6 e_lumo_ha="-0.23881 / -0.19082" e_tot_ev=-71079.95746 s_squared=9.77 orbital_gap_ev="6.57 / 9.11" homo_energy_ev="-13.1 / -14.3"
Dy 0.51 3.31 0.42 1.3632
N -0.21 -0.32 -0.22 -0.3855
S 1.39 0.02 -0.70 1.3826
O 1.49 -0.45 -2.07 -0.5481
O 1.57 1.50 -0.48 -0.7144
C 2.74 -0.77 0.35 0.2600
F 2.28 -0.64 1.64 -0.1494
F 2.61 -2.11 0.10 -0.1351
S -1.14 0.86 0.35 0.8910
O -0.50 1.43 1.60 -0.7023
O -1.27 2.05 -0.57 -0.6757
C -2.09 -1.02 -0.09 0.9164
F -1.69 -1.70 1.00 -0.1398
F -3.33 -1.53 0.02 -0.2192
F -2.35 -0.63 -1.34 -0.1437


4.
79
Properties=species:S:1:pos:R:3:mulliken_charge:R:1 method="wB97M-V/def2-TZVPD" e_lumo_ha="-0.02675 / -0.02671" e_tot_ev=-126315.51282 orbital_gap_ev="5.76 / 5.76" homo_energy_ev="-6.5 / -6.5"
C 3.24 4.93 -1.60 -0.3624
C 2.05 4.57 -2.24 0.4264
C 2.08 4.17 -3.59 -0.3064
C 3.32 4.11 -4.23 -0.3406
N 4.44 4.47 -3.60 -0.6364
C 4.44 4.85 -2.33 -0.3594
C 0.81 4.59 -1.52 -0.7695
C -0.20 4.36 -0.86 0.4575
C -1.06 3.64 0.03 0.5263
C -0.74 3.64 1.42 -0.7874
C -0.95 2.46 2.13 0.2634
C -1.46 1.38 1.42 -0.0397
C -2.18 1.52 0.22 -0.3679
C -2.02 2.72 -0.48 -0.6311
Pd -0.93 -0.49 1.90 -0.8521
P 0.85 -0.45 0.39 1.4983
H 1.16 3.92 -4.12 0.4565
H 3.24 5.30 -0.58 0.4583
H 3.39 3.75 -5.26 0.3755
H 5.38 5.09 -1.84 0.3665
H -2.54 2.90 -1.43 0.4187
H -0.26 4.49 1.89 0.4352
H -2.75 0.67 -0.16 0.2433
H -0.71 2.32 3.18 0.1827
C 1.61 -2.11 0.30 -0.1529
C 2.72 -2.33 -0.72 -1.3847
H 0.75 -2.79 0.10 0.1493
H 1.92 -2.35 1.33 0.2822
H 3.08 -3.36 -0.63 0.4745
H 2.35 -2.20 -1.74 0.2210
H 3.57 -1.66 -0.53 0.2607
C 0.42 0.06 -1.30 1.6304
C 1.64 0.60 -2.07 -1.1084
H -0.38 0.81 -1.25 -0.3503
H -0.05 -0.80 -1.81 -1.0116
H 1.41 0.72 -3.14 0.4736
H 1.94 1.58 -1.68 0.0042
H 2.50 -0.08 -1.99 0.1721
C 1.90 0.86 1.10 -0.0047
C 3.37 0.46 1.09 -1.5321
H 1.55 1.00 2.13 0.3129
H 1.68 1.81 0.60 0.3390
H 3.96 1.21 1.63 0.4490
H 3.52 -0.51 1.57 0.3115
H 3.77 0.41 0.06 0.2576
Br -1.37 -3.03 1.19 -0.6075
P -2.20 -2.46 -2.14 0.7354
C -1.04 -3.18 -3.35 -0.3536
C -1.51 -4.47 -3.99 -1.3573
H -0.12 -3.35 -2.76 0.0996
H -0.79 -2.41 -4.10 0.4324
H -0.72 -4.86 -4.64 0.4325
H -1.73 -5.24 -3.24 0.2887
H -2.40 -4.32 -4.62 0.2608
C -3.42 -3.71 -1.59 -0.4211
C -4.81 -3.60 -2.18 -1.2716
H -3.45 -3.54 -0.50 0.2391
H -2.98 -4.70 -1.73 0.4140
H -5.44 -4.38 -1.74 0.4198
H -5.28 -2.64 -1.93 0.2829
H -4.81 -3.74 -3.27 0.1928
C -3.13 -1.07 -2.90 -0.3880
C -3.40 -1.21 -4.39 -1.2946
H -2.53 -0.17 -2.70 0.0767
H -4.06 -0.93 -2.34 0.4670
H -3.90 -0.31 -4.75 0.4444
H -2.48 -1.32 -4.96 0.2431
H -4.07 -2.05 -4.61 0.2089
C -0.83 0.39 5.88 -0.6860
N 0.30 -0.48 5.46 -0.0138
C 1.34 -0.81 6.44 -0.8994
C 0.55 -0.71 4.20 0.2717
N 0.98 -1.06 3.15 -0.4640
H -0.83 0.40 6.98 0.3229
H -1.79 -0.01 5.51 0.2506
H -0.71 1.43 5.50 0.2777
H 1.49 -1.90 6.45 0.3126
H 2.28 -0.31 6.19 0.3224
H 0.98 -0.47 7.42 0.3120


5.
10
Properties=species:S:1:pos:R:3:nbo_charge:R:1 method="wB97M-V/def2-TZVPD" smiles="N=C=CC=O.N#N" e_lumo_ha=0.01187 e_tot_ev=-9675.71423 orbital_gap_ev=9.49 homo_energy_ev=-9.2
N -1.02 -1.09 -1.52 -0.5911
C -0.55 -0.26 -0.78 0.5490
C -0.33 0.74 0.07 -0.5997
C -0.37 0.45 1.50 0.4054
O -0.23 -0.66 1.99 -0.5555
H -0.54 -1.82 -2.01 0.4116
H -0.19 1.74 -0.31 0.2616
H -0.60 1.33 2.13 0.1197
N 1.83 -0.66 -0.85 -0.0270
N 2.00 0.23 -0.23 0.0262


6.
48
Properties=species:S:1:pos:R:3:nbo_charge:R:1 method="wB97M-V/def2-TZVPD" total_charge=+2 multiplicity=5 e_lumo_ha="-0.25208 / -0.41424" e_tot_ev=-201611.02460 s_squared=6.05 orbital_gap_ev="7.04 / 3.98" homo_energy_ev="-13.9 / -15.3"
Pd 7.92 10.29 10.28 0.4911
S 10.25 10.68 10.27 0.1505
C 10.59 10.55 11.91 -0.2887
C 11.95 10.36 12.27 0.1806
N 13.09 10.22 12.59 -0.1518
C 9.62 10.55 12.95 -0.3036
S 7.98 10.79 12.69 0.2343
C 10.05 10.45 14.29 0.1713
N 10.43 10.33 15.40 -0.1295
Br 5.26 10.97 9.49 0.0738
C 5.81 12.87 9.89 -0.4750
Br 7.73 13.19 9.82 0.1433
H 5.49 13.05 10.92 0.2488
H 5.31 13.49 9.15 0.2589
C 11.99 6.39 10.84 -0.1600
C 11.26 6.92 11.92 0.1217
C 9.98 7.41 11.74 -0.2033
C 9.44 7.40 10.45 -0.3380
C 10.19 6.97 9.34 0.0578
C 11.44 6.41 9.56 -0.1775
P 7.82 8.08 10.19 1.1008
C 7.23 7.54 8.62 -0.4872
C 6.44 6.39 8.55 -0.1636
C 5.99 5.96 7.30 -0.1874
C 6.25 6.70 6.16 -0.1443
C 7.08 7.84 6.24 -0.2032
C 7.58 8.26 7.47 -0.1491
C 6.77 7.49 11.48 -0.4631
C 5.77 8.26 12.08 -0.1699
C 5.07 7.70 13.16 -0.1857
C 5.32 6.38 13.57 -0.1468
C 6.30 5.62 12.90 -0.2074
C 7.03 6.18 11.86 -0.1501
H 13.00 6.02 11.02 0.2717
H 11.70 6.90 12.90 0.2489
H 9.40 7.76 12.59 0.2644
H 9.79 7.08 8.34 0.2572
H 11.98 6.03 8.70 0.2656
H 6.18 5.84 9.46 0.2360
H 5.43 5.03 7.25 0.2469
H 5.84 6.39 5.21 0.2491
H 7.33 8.38 5.36 0.2414
H 8.19 9.16 7.56 0.2052
H 5.60 9.29 11.78 0.2235
H 4.35 8.29 13.71 0.2435
H 4.78 5.95 14.41 0.2492
H 6.48 4.59 13.22 0.2437
H 7.74 5.56 11.33 0.2062